Record 1
Density functional theory data (ωB97M-V with the def2-TZVPD basis set) for a structure of composition C22H20BF6N7PdSb.

## Properties
Energy relative to the best compared isomer or geometry (same formula, charge and spin), eV: 1.662
Multiplicity: 2
Net charge: -2

XYZ file:
```
58
Properties=species:S:1:pos:R:3:mulliken_charge:R:1
Sb -4.404 1.587 -0.749 2.045
Pd 0.159 1.074 -0.955 0.723
F -6.235 2.167 -0.336 -0.573
F -5.552 -0.026 -1.841 -0.639
F -4.260 3.472 -2.035 -0.650
F -4.459 0.236 0.849 -0.627
F -1.662 0.957 -1.589 -0.805
F -3.933 2.881 0.785 -0.612
N 0.800 2.173 2.135 0.141
N 0.611 -0.812 -1.249 -0.348
N 2.158 1.423 -0.552 0.205
N -0.265 3.051 -0.584 0.137
N 0.496 3.783 0.255 0.046
N 0.140 1.106 1.654 0.035
N 2.552 2.325 0.351 -0.013
C 1.400 -3.017 -1.087 -0.126
C -2.155 -1.719 -0.757 -0.330
C 0.303 -1.996 -0.938 -0.298
C 3.700 -3.629 -0.686 -0.734
C 2.635 -2.764 -0.495 -0.112
C -1.138 -3.639 0.286 -0.481
C 3.545 -4.756 -1.481 -0.351
C 2.311 -5.023 -2.058 -0.659
C -1.083 5.113 -0.550 -1.196
C 0.578 2.305 3.458 -0.241
C 3.891 2.364 0.391 -0.046
C 0.014 5.041 0.283 -0.065
C -0.512 0.567 2.671 -0.286
C -1.020 -2.466 -0.467 0.738
C -1.230 3.822 -1.070 -0.400
C -3.515 -3.316 0.397 -0.687
C -2.384 -4.060 0.705 -0.590
C -3.401 -2.134 -0.320 -0.428
C 1.241 -4.165 -1.856 -0.102
C 4.383 1.454 -0.527 -1.159
C -0.261 1.285 3.853 -1.043
C 3.242 0.886 -1.100 -0.587
B 1.534 3.141 1.191 0.117
H 5.411 1.225 -0.749 0.374
H -2.475 -4.975 1.280 0.364
H -2.006 3.428 -1.718 0.630
H -0.254 -4.207 0.550 0.422
H -0.652 1.098 4.838 0.359
H 2.114 3.984 1.818 -0.174
H 4.655 -3.418 -0.221 0.378
H -1.140 -0.296 2.516 0.528
H 0.282 -4.376 -2.313 0.438
H -4.490 -3.662 0.717 0.370
H 1.023 3.110 4.019 0.411
H 2.747 -1.871 0.108 0.420
H 0.481 5.794 0.896 0.439
H 2.183 -5.902 -2.677 0.348
H -2.069 -0.797 -1.319 0.525
H 3.152 0.121 -1.852 0.607
H -4.265 -1.520 -0.531 0.410
H -1.711 5.962 -0.748 0.370
H 4.407 3.032 1.058 0.430
H 4.382 -5.422 -1.653 0.352
```


Record 2
Density functional theory data (ωB97M-V with the def2-TZVPD basis set) for a structure of composition C22H20Cl2N3Zn.

## Properties
Energy relative to the best compared isomer or geometry (same formula, charge and spin), eV: 0.333
Multiplicity: 1
Net charge: -1

XYZ file:
```
48
Properties=species:S:1:pos:R:3:mulliken_charge:R:1
Zn -0.077 -0.842 -0.001 -1.119
Cl 0.872 -3.701 2.740 -0.276
Cl 1.574 -3.478 -2.682 -0.278
N 0.502 2.215 0.134 -0.026
N 2.367 0.317 -0.073 0.218
N 0.865 -2.343 0.031 -0.879
C -1.751 0.079 -0.045 -0.141
C -4.780 1.112 -1.508 -1.553
C 2.012 -5.649 -1.156 -0.663
C 1.759 2.642 0.093 0.355
C 2.077 3.999 0.152 -0.568
C 2.805 1.577 -0.024 0.411
C -0.257 4.473 0.296 -0.472
C 4.160 1.890 -0.078 -0.597
C 1.306 -4.429 1.204 0.594
C -4.342 2.397 0.593 -1.723
C -5.152 0.034 0.722 -1.622
C 3.257 -0.665 -0.177 0.203
C -4.270 1.013 -0.064 2.164
C 4.627 -0.439 -0.238 -0.670
C 1.051 4.923 0.255 -0.590
C 1.709 -5.744 1.207 -0.690
C -2.880 0.522 -0.064 0.222
C 2.070 -6.386 0.024 -0.236
C 5.084 0.863 -0.187 -0.480
C -0.477 3.104 0.231 0.306
C 1.203 -3.586 0.027 0.062
C 1.608 -4.334 -1.149 0.732
H 2.385 -7.421 0.023 0.336
H -4.735 0.137 -1.995 0.388
H -5.376 2.753 0.612 0.435
H -3.967 2.357 1.617 0.359
H 2.816 -1.657 -0.211 -0.073
H 5.305 -1.277 -0.325 0.433
H 6.143 1.086 -0.231 0.411
H 2.287 -6.102 -2.102 0.335
H 1.740 -6.274 2.151 0.334
H 4.498 2.914 -0.036 0.223
H -4.165 1.804 -2.085 0.364
H -1.091 5.158 0.376 0.418
H -5.815 1.465 -1.521 0.378
H -3.744 3.122 0.037 0.349
H -1.475 2.682 0.257 -0.207
H 3.102 4.337 0.118 0.264
H -5.113 -0.959 0.272 0.402
H -6.190 0.379 0.726 0.375
H 1.276 5.982 0.302 0.406
H -4.805 -0.051 1.752 0.383
```


Record 3
Density functional theory data (ωB97M-V with the def2-TZVPD basis set) for the molecule C22H20ClFN6O3S.

## Properties
Multiplicity: 1
SMILES string: O=c1[nH]c(C2CCN(S(=O)(=O)c3ccccc3)CC2)nc2c1nnn2Cc1c(F)cccc1Cl

XYZ file:
```
54
Properties=species:S:1:pos:R:3:mulliken_charge:R:1
Cl -2.483 6.373 1.976 -0.244
S 0.924 -4.701 -2.905 1.313
F -2.394 1.326 2.327 -0.250
O 3.210 0.264 0.881 -0.607
O 1.403 -4.771 -4.253 -0.723
O 0.476 -5.890 -2.245 -0.724
N 1.320 -0.253 -0.256 0.244
N -0.647 0.999 -0.382 -0.458
N 0.499 3.555 1.728 -0.777
N -0.461 3.011 0.962 0.769
N 1.534 2.823 1.722 -0.606
N -0.370 -3.652 -2.919 0.190
C -1.773 3.585 0.825 -1.013
C -3.611 3.731 4.718 -0.295
C 3.138 -3.508 0.263 -0.208
C -0.686 -2.413 -0.809 -0.107
C 0.265 -1.268 -2.864 -0.069
C 3.119 -3.091 -2.484 -0.714
C 4.037 -2.622 -0.314 -0.716
C -3.362 4.910 4.041 -0.714
C -0.004 1.857 0.442 1.334
C -2.441 3.673 2.173 0.012
C 2.216 -4.174 -0.530 -0.717
C -3.285 2.515 4.144 -0.847
C -0.267 -2.442 -3.691 -1.239
C 2.203 -3.941 -1.893 0.367
C 2.086 0.587 0.585 -0.021
C 4.040 -2.427 -1.688 -0.224
C -0.562 -1.090 -1.582 0.045
C -2.709 2.510 2.889 0.648
C -2.778 4.879 2.782 0.676
C -1.174 -3.534 -1.730 -1.227
C 0.051 -0.043 -0.696 0.118
C 1.302 1.740 0.942 0.142
H 4.755 -1.754 -2.135 0.435
H 3.154 -3.674 1.329 0.440
H 1.311 -1.452 -2.616 0.010
H 0.215 -0.354 -3.459 0.489
H -1.687 4.582 0.387 0.616
H -1.563 -0.739 -1.848 0.284
H -4.059 3.759 5.698 0.373
H -2.333 2.926 0.156 0.159
H -3.612 5.860 4.485 0.427
H -3.467 1.580 4.650 0.432
H 0.392 -2.661 -4.531 0.506
H 4.733 -2.081 0.308 0.365
H 3.103 -2.974 -3.556 0.489
H -1.263 -2.201 -4.080 0.361
H 0.280 -2.691 -0.386 0.001
H -1.391 -2.284 0.014 0.516
H -2.208 -3.340 -2.037 0.365
H -1.134 -4.500 -1.227 0.499
H 1.513 -4.881 -0.116 0.491
H 1.808 -1.097 -0.538 -0.617
```


Record 4
Density functional theory data (ωB97M-V with the def2-TZVPD basis set) for a structure of composition C22H20Cr2N4O6.

## Properties
Energy relative to the best compared isomer or geometry (same formula, charge and spin), eV: 0.006
Multiplicity: 9

XYZ file:
```
54
Properties=species:S:1:pos:R:3:mulliken_charge:R:1
Cr 1.042 -1.159 -2.537 0.823
Cr -0.098 -3.397 -0.296 0.765
O 0.916 -4.604 -1.777 -0.725
O -0.299 -2.908 -2.443 -0.979
O 1.107 -1.634 -0.466 -1.180
O 0.191 0.163 -1.056 -0.343
O -0.785 -1.402 0.396 -0.615
O 1.525 -3.173 -3.404 -0.823
N -5.100 -1.566 -2.882 -0.589
N -2.009 5.150 2.150 -0.584
N 3.659 5.183 -0.986 -0.587
N 0.917 -4.275 1.351 -0.031
C -2.575 2.942 1.423 -0.682
C 1.782 -5.250 1.080 -0.045
C -3.695 0.367 -3.072 -0.723
C 2.219 3.291 -1.043 -0.204
C -4.714 -1.692 -1.611 -0.385
C -4.643 -0.517 -3.565 -0.237
C 2.710 -5.686 2.015 -0.777
C 2.612 -5.213 3.306 -0.043
C 1.752 -4.146 3.579 -0.725
C -0.734 4.817 2.041 -0.344
C -2.908 4.237 1.784 -0.251
C -3.714 -0.907 -1.054 -0.286
C 0.921 -3.720 2.575 -0.243
C 4.189 3.245 0.320 -0.564
C 3.046 2.628 -0.149 -0.038
C 2.555 4.577 -1.431 -0.452
C 4.448 4.530 -0.136 -0.178
C 0.582 -3.815 -2.726 1.416
C -3.157 0.087 -1.829 0.182
C 0.198 -0.754 -0.134 1.627
C -1.238 2.664 1.170 0.163
C -0.291 3.617 1.500 -0.371
H -1.010 1.707 0.714 0.482
H -5.068 -0.450 -4.560 0.389
H -3.299 2.168 1.204 0.393
H 0.009 5.580 2.250 0.369
H 3.282 -5.544 4.088 0.381
H 1.651 -5.800 0.156 0.499
H -3.390 1.249 -3.618 0.399
H -3.940 4.558 1.878 0.364
H 0.219 -2.899 2.668 0.535
H 5.330 5.062 0.203 0.358
H 2.020 5.188 -2.148 0.396
H 4.854 2.793 1.044 0.375
H -3.540 -1.092 -0.002 0.377
H 2.758 1.612 0.096 0.397
H 1.811 -3.713 4.566 0.355
H 3.368 -6.510 1.779 0.347
H 0.767 3.471 1.330 0.361
H -2.359 0.693 -1.415 0.432
H 1.255 2.819 -1.200 0.434
H -5.130 -2.569 -1.127 0.385
```


no.,E_tot (eV),largest force on an atom (eV Å⁻¹)
1,-60573.082,3.409
2,-101071.280,0.186
3,-64297.243,1.368
4,-98225.891,8.085